106
Properties=species:S:1:pos:R:3:forces:R:3:lowdin_charge:R:1 method="wB97M-V/def2-TZVPD" e_tot_ev=-146140.927 charge=-2 e_lumo_ev=3.986 gap_ev=4.54
Cd -0.789 0.118 0.272 -0.108 -0.238 -0.092 0.8145
C -4.472 -3.447 -1.464 0.014 -0.029 0.032 -0.2201
P -3.217 -2.160 -1.008 -0.087 -0.007 0.022 0.6686
C -3.474 -0.880 -2.298 0.023 0.032 0.047 -0.2340
C -4.182 -1.381 0.424 -0.061 0.057 -0.056 -0.3087
C -5.433 -0.839 0.101 0.026 -0.024 -0.014 -0.1263
C -6.205 -0.155 1.021 0.002 -0.004 0.021 -0.1034
C -5.727 0.009 2.315 0.000 0.004 -0.015 -0.0999
C -4.509 -0.545 2.660 0.002 -0.001 -0.008 -0.1121
C -3.724 -1.252 1.742 -0.007 -0.042 0.116 -0.3987
P -2.145 -2.049 2.328 0.010 0.058 -0.123 0.8396
C -2.937 -3.355 3.383 0.005 -0.005 0.034 -0.3028
C -1.647 -0.920 3.703 -0.027 -0.015 0.081 -0.3519
H -5.402 -3.008 -1.832 -0.003 0.013 0.009 0.0211
H -4.697 -4.071 -0.599 -0.011 -0.001 -0.017 0.0281
H -4.027 -4.070 -2.241 -0.003 0.007 -0.003 0.0414
H -4.037 -0.007 -1.969 -0.017 0.027 -0.003 0.0191
H -3.966 -1.332 -3.163 -0.001 -0.008 0.001 0.0368
H -2.470 -0.581 -2.590 0.020 0.016 0.000 0.0052
H -5.808 -0.942 -0.911 0.007 0.014 -0.009 0.0870
H -7.160 0.265 0.728 0.003 0.003 -0.001 0.0909
H -6.294 0.571 3.047 -0.012 -0.006 -0.001 0.0932
H -4.151 -0.409 3.672 0.010 -0.012 0.014 0.0823
H -3.676 -2.935 4.071 -0.006 -0.004 0.011 0.0234
H -2.150 -3.849 3.958 -0.005 -0.007 -0.007 0.0296
H -3.416 -4.108 2.757 0.010 0.018 -0.014 0.0152
H -2.340 -0.907 4.549 -0.010 0.001 0.002 0.0211
H -1.496 0.101 3.346 0.007 -0.025 -0.053 0.0056
H -0.679 -1.282 4.056 -0.026 -0.003 0.008 -0.0002
C 3.237 1.300 3.628 -0.004 0.053 -0.111 -0.0538
C 2.727 -0.029 4.191 -0.023 0.041 -0.013 -0.5890
C 1.732 0.225 5.329 -0.086 -0.091 0.060 -0.0543
C 3.895 -0.895 4.677 0.000 -0.013 0.010 -0.0587
C 2.029 -0.769 3.124 0.035 0.005 0.017 -0.1898
N 1.494 -1.379 2.310 0.035 -0.049 -0.069 0.1810
H 3.809 1.816 4.402 -0.001 0.010 0.006 0.0881
H 2.399 1.933 3.336 0.018 -0.006 0.042 0.0328
H 3.878 1.141 2.758 0.054 -0.065 0.032 0.0772
H 2.225 0.807 6.111 -0.025 0.023 -0.024 0.0871
H 1.390 -0.719 5.759 0.037 -0.023 0.012 0.0808
H 0.863 0.780 4.975 0.109 0.095 -0.020 0.0570
H 4.412 -0.373 5.486 0.000 0.004 -0.009 0.0806
H 4.606 -1.082 3.870 -0.007 0.014 -0.002 0.0818
H 3.539 -1.855 5.052 0.004 -0.022 0.013 0.0820
N -2.115 2.299 -2.305 0.070 -0.019 -0.028 -0.0483
C -2.221 2.595 -3.612 -0.047 -0.075 -0.043 -0.1430
C -3.400 3.291 -3.766 0.003 -0.008 0.007 -0.1027
C -3.931 3.355 -2.463 0.045 0.004 -0.013 -0.1973
N -3.143 2.750 -1.586 -0.046 0.004 -0.025 0.0353
H -1.377 1.763 -1.849 -0.081 0.068 0.071 -0.0126
H -1.478 2.275 -4.323 -0.036 -0.016 0.021 0.0906
H -3.813 3.684 -4.679 0.002 0.002 0.000 0.0732
H -4.848 3.813 -2.126 0.006 0.005 0.000 0.0855
C -1.634 -2.580 -0.990 0.175 0.004 -0.126 -0.4126
C -1.134 -3.859 -0.608 -0.089 -0.015 0.087 -0.4068
C 0.141 -4.297 -1.065 0.044 0.046 -0.032 -0.1029
C 0.677 -5.528 -0.744 0.005 0.010 -0.009 -0.1463
C -0.017 -6.434 0.061 -0.023 -0.009 0.005 -0.1665
C -1.271 -6.050 0.525 0.029 -0.007 0.000 -0.1436
C -1.806 -4.812 0.211 0.001 0.023 0.007 -0.1176
H 0.684 -3.623 -1.719 0.023 0.006 0.021 0.0764
H 1.656 -5.796 -1.133 -0.004 0.006 0.002 0.0814
H 0.408 -7.397 0.318 -0.002 0.000 0.001 0.0668
H -1.843 -6.726 1.156 0.002 -0.001 0.000 0.0820
H -2.784 -4.554 0.602 0.009 0.014 0.025 0.0584
Se 0.061 5.534 5.050 0.015 -0.108 -0.033 0.1880
C 0.252 3.923 4.207 0.064 0.144 0.059 -1.0087
N 0.403 2.902 3.672 -0.115 0.048 0.053 -0.0088
C 1.874 0.772 -4.680 0.000 0.007 -0.004 -0.1247
C 2.298 2.015 -3.881 0.030 -0.093 -0.039 -0.7115
C 1.532 3.219 -4.434 -0.018 -0.003 0.009 -0.1106
C 3.798 2.212 -4.102 -0.001 0.005 0.003 -0.1003
P 1.663 1.656 -2.136 -0.004 0.119 0.088 1.1063
C 2.804 0.341 -1.548 0.026 0.069 -0.001 -0.3777
C 2.240 -0.902 -1.263 0.013 -0.055 0.020 -0.1349
C 3.006 -1.921 -0.704 -0.036 -0.012 -0.009 -0.0866
C 4.349 -1.714 -0.438 0.014 0.008 -0.007 -0.0978
C 4.932 -0.485 -0.730 -0.027 -0.025 -0.010 -0.0995
C 4.163 0.530 -1.275 -0.006 0.020 -0.004 -0.1245
C 2.027 3.139 -1.009 -0.022 0.024 -0.031 -0.6926
C 2.221 2.629 0.424 0.005 0.000 -0.030 -0.1338
C 0.737 3.976 -1.025 0.011 0.012 0.005 -0.1247
C 3.209 4.047 -1.356 -0.006 -0.016 0.000 -0.1010
H 2.087 0.927 -5.744 0.013 -0.004 0.005 0.0768
H 0.807 0.569 -4.567 -0.004 0.001 -0.007 0.0673
H 2.417 -0.115 -4.348 -0.013 -0.004 0.008 0.0759
H 1.732 3.320 -5.506 -0.005 -0.002 -0.003 0.0799
H 1.823 4.153 -3.952 0.013 0.006 0.003 0.0601
H 0.455 3.100 -4.298 0.074 0.031 -0.002 0.0435
H 3.988 2.339 -5.175 -0.004 0.007 0.003 0.0770
H 4.363 1.341 -3.771 0.001 -0.003 0.001 0.0658
H 4.187 3.092 -3.592 -0.002 -0.005 0.011 0.0564
H 1.183 -1.081 -1.444 0.009 0.012 -0.013 0.0366
H 2.529 -2.858 -0.448 -0.013 -0.004 -0.004 0.0885
H 4.939 -2.504 0.013 -0.001 0.007 0.000 0.0942
H 5.981 -0.312 -0.517 -0.005 -0.003 0.003 0.0916
H 4.623 1.490 -1.468 0.003 -0.008 -0.002 0.0824
H 1.419 1.955 0.733 0.014 -0.004 -0.007 -0.0043
H 2.198 3.484 1.107 0.000 -0.023 0.018 0.0864
H 3.174 2.112 0.540 -0.010 0.011 0.037 0.0587
H -0.101 3.398 -0.632 0.006 0.003 -0.006 0.0455
H 0.478 4.324 -2.029 -0.011 0.001 0.003 0.0602
H 0.862 4.851 -0.380 0.011 0.000 -0.004 0.0858
H 4.163 3.518 -1.333 -0.004 0.004 0.001 0.0590
H 3.259 4.842 -0.604 0.007 -0.003 0.001 0.0833
H 3.105 4.528 -2.329 -0.009 -0.005 -0.011 0.0557